<i>
Molecular formula: C3H7N3O
Method: DFT, ωB97M-V/def2-TZVPD

```
! wB97M-V def2-TZVPD RIJCOSX def2/J DEFGRID3
* xyz 0 1
C -0.7216 -0.1137 -1.6565
C 1.8966 0.5566 0.8870
C -0.6131 0.0427 0.7633
O -1.3432 -1.3422 -1.5176
N -0.1881 0.5644 -0.4181
N 0.7387 -0.1912 0.4643
N -1.6020 -0.2093 1.4639
H -2.1057 -1.2447 -0.9280
H -1.4069 -0.6311 2.3658
H 0.1407 -0.2628 -2.3108
H -1.3912 0.6443 -2.0891
H 2.6794 0.4148 0.1409
H 2.2306 0.1471 1.8399
H 1.6860 1.6250 0.9950
*
```

Values from the calculation:
- HOMO-LUMO gap (eV) = 10.5
- structure (SMILES) = [H]/N=C1\N(C)N1CO
- LUMO (eV) = 0.94

Results of the Löwdin charge analysis, in e, for atoms 1 through 5:
1 C -0.2393
2 C -0.0832
3 C -0.4746
4 O -0.0319
5 N 0.0394

***

<ii>
Molecular formula: C3H7N3O
Method: DFT, ωB97M-V/def2-TZVPD

```
! wB97M-V def2-TZVPD RIJCOSX def2/J DEFGRID3
* xyz 0 1
C -1.5020 0.5350 -1.3253
N -0.3167 -0.2946 -1.1334
C 0.3075 -0.1677 0.0997
O 0.5763 1.1576 0.6227
N -0.1397 -0.5904 1.4886
C 1.1302 0.1592 1.5204
N 1.6885 -0.6426 0.3960
H -1.1967 1.5828 -1.2738
H -2.2894 0.3583 -0.5797
H -1.9006 0.3470 -2.3265
H -0.4525 -1.2708 -1.3679
H 0.0790 -1.5851 1.6111
H 1.6775 0.4701 2.4094
H 2.3386 -0.0587 -0.1411
*
```

Values from the calculation:
- HOMO-LUMO gap (eV) = 10.7
- LUMO (eV) = 1.05

Results of the Löwdin charge analysis, in e, for atoms 1 through 5:
1 C -0.0918
2 N 0.0071
3 C -0.5776
4 O -0.0020
5 N 0.1255

***

The least stable of them is <ii>.

***

<i>
Molecular formula: C3H7N3O
Method: DFT, ωB97M-V/def2-TZVPD

```
! wB97M-V def2-TZVPD RIJCOSX def2/J DEFGRID3
* xyz 0 1
C -1.4546 -0.8703 -0.5108
N -0.6403 0.3248 -0.4651
C 0.6003 0.4347 0.1203
C 1.2661 -0.7694 0.7551
O -1.3734 1.5189 -0.5010
N 1.2716 1.5459 0.1479
N 2.5256 -1.0019 0.5920
H -1.4125 1.7996 0.4352
H 0.7045 2.2294 -0.3722
H 2.9116 -0.2183 0.0383
H 0.6148 -1.4276 1.3491
H -0.8716 -1.7176 -0.8864
H -2.3048 -0.7315 -1.1864
H -1.8374 -1.1168 0.4840
*
```

Values from the calculation:
- HOMO-LUMO gap (eV) = 9.6
- structure (SMILES) = [H]/N=C\C(=N\[H])N(C)O
- LUMO (eV) = 0.37

Results of the Löwdin charge analysis, in e, for atoms 1 through 5:
1 C -0.0462
2 N -0.2033
3 C -0.4035
4 C -0.1749
5 O -0.0082

***

<ii>
Molecular formula: C3H7N3O
Method: DFT, ωB97M-V/def2-TZVPD

```
! wB97M-V def2-TZVPD RIJCOSX def2/J DEFGRID3
* xyz 0 1
C -1.3948 1.2696 0.9438
N -0.2907 0.3235 1.0205
C 0.2393 -0.2200 -0.1347
O -0.1870 0.2895 -1.4267
N 1.6632 -0.2094 -0.6147
C 0.7480 -0.8019 -1.6242
N 0.0990 -1.6538 -0.6077
H -1.5401 1.5874 -0.0923
H -1.1796 2.1569 1.5463
H -2.3317 0.8339 1.3113
H 0.3681 0.4507 1.7713
H 2.1699 -0.9790 -0.1648
H 1.0150 -1.0920 -2.6376
H -0.8817 -1.8024 -0.8692
*
```

Values from the calculation:
- HOMO-LUMO gap (eV) = 10.4
- LUMO (eV) = 1.05

Results of the Löwdin charge analysis, in e, for atoms 1 through 5:
1 C -0.0843
2 N 0.0165
3 C -0.5529
4 O -0.0171
5 N 0.1291

***

<iii>
Molecular formula: C3H7N3O
Method: DFT, ωB97M-V/def2-TZVPD

```
! wB97M-V def2-TZVPD RIJCOSX def2/J DEFGRID3
* xyz 0 1
C -1.8052 -0.8529 -0.7640
N -1.8620 -0.1685 0.5055
C -1.0236 -0.0092 1.3592
N -0.2678 0.2979 2.3030
C 1.1992 0.4580 -0.3160
O 1.9502 0.8065 0.7216
N 1.8973 0.6417 -1.4372
H -1.9522 -1.9299 -0.6296
H -0.8236 -0.6730 -1.2171
H -2.6025 -0.4729 -1.4073
H 1.3682 0.6992 1.5095
H -0.3720 -0.2658 3.1387
H 1.4516 0.4550 -2.3197
H 2.8424 1.0138 -1.4465
*
```

Values from the calculation:
- HOMO-LUMO gap (eV) = 9.7
- LUMO (eV) = 1.03

Results of the Löwdin charge analysis, in e, for atoms 1 through 5:
1 C -0.1157
2 N 0.0474
3 C -0.3106
4 N 0.0964
5 C -0.2465

***

<iv>
Molecular formula: C3H7N3O
Method: DFT, ωB97M-V/def2-TZVPD

```
! wB97M-V def2-TZVPD RIJCOSX def2/J DEFGRID3
* xyz 0 1
N -0.5723 1.7418 -0.7097
C -0.2304 0.7708 0.1569
N 1.2636 -1.7112 0.0600
C 1.7389 -0.4803 0.3783
C -1.3254 -0.0328 0.5500
O -1.8437 1.6403 -1.1978
N 1.1167 0.6336 0.3940
H -2.0473 0.5646 -0.7214
H 0.1261 2.1161 -1.3422
H 0.3287 -1.8242 -0.2985
H 1.8925 -2.4905 -0.0181
H 2.7977 -0.4630 0.6241
H -2.1436 0.4842 1.0445
H -1.1014 -0.9495 1.0800
*
```

Values from the calculation:
- HOMO-LUMO gap (eV) = 9.0
- structure (SMILES) = C=C(/N=C\N)NO
- LUMO (eV) = 0.70

Results of the Löwdin charge analysis, in e, for atoms 1 through 5:
1 N -0.0514
2 C -0.4062
3 N 0.1195
4 C -0.2570
5 C -0.0566

***

The least stable of them is <ii>.